Density functional theory data (ωB97M-V/def2-TZVPD) for a single C6H10O molecule at a distorted geometry.

Values from the calculation:
* HOMO level: -9.33 eV
* HOMO-LUMO gap: 10.304 eV
* structure (SMILES): C[C@]12CCO[C@@H]1C2

Each line ends with the Mulliken charge.
CARTESIAN COORDINATES (ANGSTROEM)
O1 0.796 -1.017 -0.894  -0.51
C1 -0.361 -0.915 -0.029  0.16
C2 -0.519 0.294 0.398  1.05
C3 -1.814 -0.599 0.299  -0.86
C4 0.790 0.517 0.993  -0.95
C5 1.742 0.015 -0.073  -0.27
C6 -0.770 1.458 -0.635  -1.34
H1 -2.583 -0.148 -0.383  0.24
H2 -0.219 -1.675 0.895  0.17
H3 2.407 -0.794 0.182  0.30
H4 1.368 1.555 1.152  0.25
H5 -1.765 1.899 -0.431  0.38
H6 0.922 0.164 2.085  0.26
H7 2.292 0.847 -0.703  0.26
H8 0.162 2.287 -0.565  0.27
H9 -0.858 0.856 -1.540  0.35
H10 -2.504 -1.473 0.746  0.23